56
Properties=species:S:1:pos:R:3:forces:R:3:lowdin_charge:R:1 method="wB97M-V/def2-TZVPD" energy_ev=-104928.470 orbital_gap_ev=8.8 homo_energy_ev=-8.117 molar_mass_g_mol=472.38 relative_energy_kcal_mol=0.9 total_charge=0
C -1.95717 -1.90389 -3.22759 -0.17 0.01 -0.01 -0.101
O -0.58324 -1.85698 -2.94366 0.30 0.04 0.01 -0.230
C -0.10546 -3.02033 -2.29801 0.28 -0.27 -0.01 -0.211
C 1.38778 -2.86422 -1.98326 -0.46 0.03 -0.01 -0.191
N 1.64846 -2.15949 -0.75669 0.00 0.10 0.30 0.082
C 1.51646 -0.89294 -0.66041 0.32 -0.49 -0.58 -0.375
N 1.19472 -0.02196 -1.65831 0.15 -0.05 -0.16 0.148
C 0.63912 1.26941 -1.33717 0.00 0.38 0.17 -0.196
C -0.83122 1.22309 -0.95492 -0.06 -0.02 -0.13 -0.134
C -1.40439 0.09523 -0.38341 0.04 0.08 -0.10 -0.021
C -2.73945 0.08548 -0.02073 -0.18 0.04 0.03 -0.127
C -3.50150 1.21951 -0.22769 -0.20 -0.02 0.06 -0.678
Br -5.34064 1.21029 0.27788 0.17 0.00 -0.05 0.709
C -2.95427 2.35719 -0.79532 -0.16 -0.01 0.06 -0.116
C -1.62109 2.35001 -1.15961 0.04 -0.05 0.00 -0.016
C 1.44409 1.87709 -0.20224 0.06 -0.54 -0.17 -0.023
C 1.51042 3.33103 -0.26503 0.11 0.43 0.07 -0.441
O 1.08882 3.97279 -1.20669 0.07 -0.04 0.14 0.086
O 2.04177 3.94958 0.81462 -0.09 -0.34 -0.03 -0.069
C 2.07061 5.36669 0.74488 -0.06 0.36 -0.19 -0.048
C 1.98936 1.03450 0.71622 -0.02 0.86 -0.19 -0.170
C 2.83169 1.48882 1.86908 0.11 0.08 0.01 0.003
N 1.83916 -0.32144 0.57080 0.05 0.11 -0.05 0.035
C 1.92348 -1.25726 1.68331 -0.07 -0.28 0.16 -0.094
C 0.52556 -1.67198 2.07565 0.04 -0.08 0.14 -0.210
C 0.05165 -2.94293 1.78219 0.05 0.02 0.07 -0.051
C -1.25062 -3.29351 2.09550 -0.08 -0.09 -0.01 -0.081
C -2.09124 -2.37731 2.70496 -0.08 -0.02 0.01 -0.100
C -1.62596 -1.10629 2.99806 -0.03 0.07 0.09 -0.090
C -0.32576 -0.75564 2.68183 0.05 -0.11 0.04 -0.041
H -2.54738 -2.01860 -2.31065 0.00 0.03 -0.03 0.085
H -2.19137 -2.73315 -3.90582 0.00 0.02 0.00 0.090
H -2.21068 -0.95901 -3.70418 -0.10 -0.03 0.01 0.095
H -0.66267 -3.19167 -1.36455 0.04 0.01 -0.06 0.120
H -0.25631 -3.89073 -2.95444 -0.02 0.06 0.02 0.123
H 1.80923 -3.86413 -1.84339 -0.06 0.06 -0.23 0.110
H 1.87843 -2.40152 -2.85001 0.02 -0.09 -0.06 0.121
H 0.77779 -0.46315 -2.46835 -0.03 -0.05 0.13 0.122
H 0.74493 1.91665 -2.21605 0.01 -0.17 0.23 0.156
H -0.81987 -0.79543 -0.21600 0.02 -0.14 0.00 0.102
H -3.17658 -0.79536 0.42430 -0.03 -0.04 0.03 0.095
H -3.56298 3.23425 -0.95405 -0.05 0.05 -0.01 0.101
H -1.17981 3.23096 -1.60001 0.04 0.09 -0.07 0.111
H 2.52141 5.70545 1.67439 -0.01 -0.02 -0.03 0.093
H 1.05818 5.76259 0.64229 0.10 0.00 0.03 0.097
H 2.66198 5.69502 -0.11246 -0.05 0.02 0.10 0.097
H 3.67101 0.81118 2.01251 -0.01 -0.07 0.04 0.092
H 2.24997 1.53441 2.78882 0.00 -0.03 0.12 0.094
H 3.21594 2.48273 1.67546 -0.01 -0.11 0.07 0.077
H 2.42321 -0.79085 2.52896 0.01 0.03 -0.13 0.115
H 2.48988 -2.12676 1.34608 0.00 0.15 0.18 0.120
H 0.70573 -3.64861 1.29399 0.08 -0.06 -0.06 0.107
H -1.61173 -4.28465 1.86131 -0.03 -0.08 -0.01 0.102
H -3.10749 -2.65098 2.94870 -0.08 -0.02 0.02 0.103
H -2.27857 -0.38585 3.46890 -0.06 0.07 0.03 0.108
H 0.02661 0.24261 2.90001 0.05 0.14 0.02 0.113